An isolated ion of composition C3H11N2 and charge +1 at a distorted geometry. Source: the OMol25 dataset; level of theory: ωB97M-V with the def2-TZVPD basis set.

Calculated values
**Charge**: +1
**Energy relative to the best compared isomer or geometry (same formula, charge and spin)**: 32.5 kcal/mol
**LUMO level**: -3.60 eV
**HOMO energy**: -13.84 eV
**Total energy**: -6262.174 eV

Each atom is followed by the atoms it is bonded to, with distances in Å.
Atoms and positions in Å:
1 C -0.3481 -1.6398 1.4054  N2 1.459, H6 1.088, H7 1.093, H8 1.101
2 N -0.6013 -0.4748 0.5651  C1 1.459, C3 1.498, H9 1.015
3 C 0.5517 0.4785 0.4866  N2 1.498, C4 1.562, H10 1.089, H11 1.083
4 C 0.8471 0.6832 -1.0331  C3 1.562, N5 1.477, H12 1.098, H13 1.082
5 N -0.4504 0.9699 -1.6774  C4 1.477, H14 1.027, H15 1.022, H16 1.024
6 H 0.0445 -2.5216 0.9032  C1 1.088
7 H -1.2779 -1.8978 1.9198  C1 1.093
8 H 0.3509 -1.4417 2.2321  C1 1.101
9 H -1.2629 0.0974 1.0800  N2 1.015
10 H 1.3992 0.1348 1.0780  C3 1.089
11 H 0.2298 1.4303 0.8905  C3 1.083
12 H 1.2746 -0.2998 -1.2715  C4 1.098
13 H 1.7184 1.2822 -1.2622  C4 1.082
14 H -1.0500 1.4005 -0.9638  N5 1.027
15 H -0.4532 1.6722 -2.4199  N5 1.022
16 H -0.9724 0.1264 -1.9330  N5 1.024

Atom charges from the Mulliken analysis, given in e for atoms 1 to 8: C -0.90; N -0.34; C -0.73; C -0.63; N -0.25; H 0.28; H 0.33; H 0.35



A 2-piece molecular cluster, C3H11N2 overall at a distorted geometry. Source: the OMol25 dataset; level of theory: ωB97M-V with the def2-TZVPD basis set.

Calculated values
**Charge**: +1
**Energy relative to the best compared isomer or geometry (same formula, charge and spin)**: 45.7 kcal/mol
**LUMO level**: -3.30 eV
**HOMO energy**: -15.23 eV
**Total energy**: -6261.600 eV

Each atom is followed by the atoms it is bonded to, with distances in Å.
Atoms and positions in Å:
1 C -1.5230 1.2227 -1.9801  N2 1.322, H3 1.049, H4 1.129
2 N -0.6684 0.3807 -1.4249  C1 1.322, H5 0.978
3 H -1.9671 1.9394 -1.3552  C1 1.049
4 H -1.9430 1.1388 -3.0249  C1 1.129
5 H -0.4427 -0.2721 -2.1176  N2 0.978
6 H 0.5955 0.8234 -0.2662  N9 1.059
7 C -0.1297 -1.4671 1.1222  C8 1.571, H10 1.109, H11 1.091, H12 1.160
8 C 1.2332 -0.6893 1.0482  C7 1.571, N9 1.595, H13 1.092, H14 1.168
9 N 0.9411 0.8470 0.7344  H6 1.059, C8 1.595, H15 1.015, H16 1.048
10 H -0.2411 -2.0940 0.2143  C7 1.109
11 H -0.4022 -2.1910 1.8918  C7 1.091
12 H -1.0798 -0.8304 0.9300  C7 1.160
13 H 1.6231 -0.6146 2.0650  C8 1.092
14 H 1.9889 -0.8954 0.1814  C8 1.168
15 H 0.2335 1.2366 1.3490  N9 1.015
16 H 1.7815 1.4653 0.6327  N9 1.048

Atom charges from the Mulliken analysis, given in e for atoms 1 to 8: C -0.27; N -0.46; H 0.25; H 0.24; H 0.18; H 0.32; C -0.91; C -0.31



A 2-piece molecular cluster, C3H11N2 overall at a distorted geometry. Source: the OMol25 dataset; level of theory: ωB97M-V with the def2-TZVPD basis set.

Calculated values
**<S²>**: 1.18
**Charge**: +2
**Spin multiplicity**: 2
**Energy relative to the best compared isomer or geometry (same formula, charge and spin)**: 161.3 kcal/mol
**LUMO level (spin up / spin down)**: -15.27 / -13.29 eV
**HOMO energy (spin up / spin down)**: -21.19 / -22.06 eV
**Total energy**: -6243.456 eV

Each atom is followed by the atoms it is bonded to, with distances in Å.
Atoms and positions in Å:
1 C 1.8376 -1.2403 -1.3673  N2 1.448, H3 1.140, H4 1.104, H5 1.114
2 N 1.0699 -1.1304 -0.1447  C1 1.448, H6 1.029
3 H 2.9584 -1.4106 -1.2478  C1 1.140
4 H 1.7431 -0.2853 -1.9124  C1 1.104
5 H 1.4366 -2.0481 -2.0214  C1 1.114
6 H 1.4350 -1.7393 0.5996  N2 1.029
7 C -0.7848 1.1898 1.6940  N8 1.483, H10 1.127, H11 1.095, H12 1.138
8 N -0.4726 0.8821 0.2774  C7 1.483, C9 1.451, H13 1.164
9 C -1.6469 0.4450 -0.4542  N8 1.451, H14 1.105, H15 1.121, H16 1.137
10 H -1.5000 2.0593 1.7455  C7 1.127
11 H -1.2313 0.3434 2.2253  C7 1.095
12 H 0.1605 1.5088 2.2419  C7 1.138
13 H 0.2651 -0.0128 0.1787  N8 1.164
14 H -2.0742 -0.4724 -0.0095  C9 1.105
15 H -1.3186 0.2199 -1.5026  C9 1.121
16 H -2.4906 1.2077 -0.4610  C9 1.137

Atom charges from the Mulliken analysis, given in e for atoms 1 to 8: C -0.59; N -0.14; H 0.37; H 0.34; H 0.37; H 0.33; C -0.68; N 0.06



A 2-piece molecular cluster, C3H11N2O overall at a distorted geometry. Source: the OMol25 dataset; level of theory: ωB97M-V with the def2-TZVPD basis set.

Calculated values
**Charge**: +1
**Energy relative to the best compared isomer or geometry (same formula, charge and spin)**: 31.8 kcal/mol
**LUMO level**: -3.19 eV
**HOMO energy**: -12.70 eV
**Total energy**: -8310.413 eV

Each atom is followed by the atoms it is bonded to, with distances in Å.
Atoms and positions in Å:
1 C 1.3898 -0.5956 -0.1429  C2 1.501, H6 1.078, H7 1.095, H8 1.096
2 C 0.0154 -0.2918 0.3777  C1 1.501, C3 1.334, N5 1.493
3 C -0.8772 -1.0736 0.9881  C2 1.334, N4 1.383, H9 1.082
4 N -0.9225 -2.4533 0.9060  C3 1.383, H10 1.008, H11 1.005
5 N -0.2626 1.1743 0.4330  C2 1.493, H12 1.018, H13 1.018, H14 1.030
6 H 1.7085 -1.5705 0.1897  C1 1.078
7 H 2.0893 0.1797 0.1865  C1 1.095
8 H 1.4175 -0.5588 -1.2381  C1 1.096
9 H -1.7330 -0.6900 1.5268  C3 1.082
10 H -0.0505 -2.9540 0.9810  N4 1.008
11 H -1.6632 -2.8806 1.4339  N4 1.005
12 H 0.5898 1.6584 0.7093  N5 1.018
13 H -1.0046 1.4592 1.0691  N5 1.018
14 H -0.5276 1.5731 -0.4791  N5 1.030
15 H -0.4245 2.5450 -2.4944  O17 0.974
16 H 1.0368 2.4139 -2.7446  O17 0.967
17 O 0.4135 2.4582 -2.0060  H15 0.974, H16 0.967

Atom charges from the Mulliken analysis, given in e for atoms 1 to 8: C -1.18; C 0.55; C -0.41; N -0.46; N -0.22; H 0.38; H 0.34; H 0.25



A 2-piece molecular cluster, C3H11N2O overall at a distorted geometry. Source: the OMol25 dataset; level of theory: ωB97M-V with the def2-TZVPD basis set.

Calculated values
**Charge**: +1
**Energy relative to the best compared isomer or geometry (same formula, charge and spin)**: 19.2 kcal/mol
**LUMO level**: -3.59 eV
**HOMO energy**: -15.18 eV
**Total energy**: -8310.960 eV

Each atom is followed by the atoms it is bonded to, with distances in Å.
Atoms and positions in Å:
1 C 2.0433 0.5648 -0.3910  C2 1.512, H6 1.094, H7 1.101, H8 1.083
2 C 1.2215 0.0534 -1.5528  C1 1.512, N5 1.466, H9 1.082, H10 1.095
3 N -1.3755 -1.5871 0.4664  C4 1.322, H11 1.017, H12 1.023
4 C -0.5573 -0.7120 -0.0915  N3 1.322, N5 1.304, H13 1.090
5 N 0.1280 -0.8535 -1.1914  C2 1.466, C4 1.304, H14 1.001
6 H 3.0704 0.7774 -0.7031  C1 1.094
7 H 1.6680 1.5500 -0.0746  C1 1.101
8 H 2.1420 -0.0553 0.4914  C1 1.083
9 H 0.8474 0.8503 -2.1822  C2 1.082
10 H 1.8291 -0.5571 -2.2287  C2 1.095
11 H -1.8256 -2.2930 -0.1105  N3 1.017
12 H -2.0378 -1.1823 1.1333  N3 1.023
13 H -0.2225 0.1135 0.5356  C4 1.090
14 H 0.0912 -1.7416 -1.6525  N5 1.001
15 H -2.2136 1.6563 3.2774  O17 0.970
16 H -2.4511 2.1188 1.8865  O17 0.967
17 O -2.3575 1.2973 2.3876  H15 0.970, H16 0.967

Atom charges from the Mulliken analysis, given in e for atoms 1 to 8: C -1.28; C -0.30; N -0.33; C -0.02; N -0.13; H 0.32; H 0.38; H 0.42



A 2-piece molecular cluster, C3H11N2O2 overall at a distorted geometry. Source: the OMol25 dataset; level of theory: ωB97M-V with the def2-TZVPD basis set.

Calculated values
**Charge**: +1
**Energy relative to the best compared isomer or geometry (same formula, charge and spin)**: 21.2 kcal/mol
**LUMO level**: -3.40 eV
**HOMO energy**: -13.54 eV
**Total energy**: -10358.833 eV

Each atom is followed by the atoms it is bonded to, with distances in Å.
Atoms and positions in Å:
1 C -0.4828 0.5846 -0.8385  C2 1.551, N6 1.519, H7 1.084, H8 1.067
2 C 0.5694 -0.5334 -0.6163  C1 1.551, C3 1.514, H9 1.086, H10 1.074
3 C 1.8529 0.0408 -0.0538  C2 1.514, N4 1.348, O5 1.212
4 N 2.7031 0.6528 -0.9026  C3 1.348, H11 1.001, H12 1.003
5 O 2.0461 -0.0400 1.1400  C3 1.212
6 N -1.8177 0.1211 -0.2821  C1 1.519, H13 1.018, H14 1.039, H15 1.016
7 H -0.5859 0.7617 -1.9025  C1 1.084
8 H -0.2774 1.4496 -0.2481  C1 1.067
9 H 0.2097 -1.2129 0.1502  C2 1.086
10 H 0.6904 -1.0703 -1.5386  C2 1.074
11 H 2.4882 0.7761 -1.8729  N4 1.001
12 H 3.5143 1.1432 -0.5758  N4 1.003
13 H -2.5078 0.8535 -0.4388  N6 1.018
14 H -1.7059 0.0489 0.7483  N6 1.039
15 H -2.1950 -0.7552 -0.6307  N6 1.016
16 H -1.6768 -0.3095 3.0514  O18 0.974
17 H -1.0737 -1.5873 2.5115  O18 0.972
18 O -1.7510 -0.9236 2.2992  H16 0.974, H17 0.972

Atom charges from the Mulliken analysis, given in e for atoms 1 to 8: C -0.56; C -0.52; C 0.43; N -0.38; O -0.57; N -0.25; H 0.35; H 0.40